No. 1
A cluster of 2 separate species, C9H14O in total at a distorted geometry, computed with the ωB97M-V functional and the def2-TZVPD basis.

Computed properties:
LUMO energy ... 0.806 eV
Energy relative to the best compared isomer or geometry (same formula, charge and spin) ... 148.5 kJ/mol
SMILES string ... Cc1ccc(O)cc1.CC
Kohn-Sham gap ... 9.029 eV

ORCA input file:
```
! wB97M-V def2-TZVPD RIJCOSX def2/J DEFGRID3
* xyz 0 1
C -1.922 1.240 2.067
C 1.035 -1.180 0.334
C 1.311 -0.111 1.206
C -0.290 -1.390 -0.028
C 0.314 0.705 1.605
C -1.282 -0.830 0.771
C -1.013 0.237 1.522
O 2.000 -2.067 -0.001
H 2.320 -0.003 1.595
H 2.850 -1.941 0.463
H -0.533 -2.259 -0.595
H 0.678 1.638 2.086
H -2.334 -1.200 0.771
H -2.898 1.126 1.550
H -1.655 2.283 1.859
H -2.076 1.174 3.160
C -0.052 1.319 -2.322
C -0.103 1.297 -3.853
H -1.120 1.378 -2.067
H 0.597 0.520 -1.980
H 0.311 2.338 -2.031
H 0.939 1.209 -4.153
H -0.584 2.187 -4.221
H -0.480 0.369 -4.250
*
```

These are the Löwdin partial charges, in e, on atoms 1 to 4: C -0.079; C -0.335; C -0.045; C -0.020


No. 2
A cluster of 2 separate species, C9H14O in total at a distorted geometry, computed with the ωB97M-V functional and the def2-TZVPD basis.

Computed properties:
LUMO energy ... 0.934 eV
Energy relative to the best compared isomer or geometry (same formula, charge and spin) ... 139.1 kJ/mol
SMILES string ... Cc1ccccc1.CCO
Kohn-Sham gap ... 9.595 eV

ORCA input file:
```
! wB97M-V def2-TZVPD RIJCOSX def2/J DEFGRID3
* xyz 0 1
C -2.209 -1.766 -0.853
C -3.412 -2.608 -1.231
O -1.768 -1.065 -2.039
H -2.619 -0.892 -0.274
H -1.360 -2.184 -0.303
H -3.940 -2.989 -0.375
H -1.912 -1.600 -2.852
H -3.078 -3.430 -1.888
H -4.108 -1.888 -1.766
C 1.798 1.424 -1.619
C 0.255 -0.119 1.556
C 0.616 0.020 0.187
C 0.769 0.685 2.566
C 1.501 1.110 -0.141
C 1.724 1.665 2.178
C 2.235 1.838 0.889
H -0.499 -0.895 1.806
H 0.304 -0.669 -0.610
H 0.499 0.503 3.629
H 2.343 2.124 2.979
H 2.642 2.235 -1.721
H 0.897 1.798 -2.180
H 3.161 2.408 0.799
H 2.151 0.500 -2.117
*
```

These are the Löwdin partial charges, in e, on atoms 1 to 4: C -0.327; C -0.098; O -0.129; H 0.125


Which of these has the lowest LUMO energy? number 1


What is the formula in the first record? C9H14O